# 1
Density functional theory data (the ωB97M-V functional and the def2-TZVPD basis) for the molecule C4H10N4.

Geometry as XYZ:
```
18
Properties=species:S:1:pos:R:3:lowdin_charge:R:1
C 2.419 1.023 0.183 -0.20
N 1.161 1.081 0.935 -0.02
C 0.203 0.579 0.087 -0.31
N 0.369 0.259 -1.226 -0.04
N -0.422 -0.878 -1.631 -0.01
C -1.097 0.261 0.962 -0.21
C -1.805 -1.077 1.196 -0.15
N -2.636 0.097 0.779 0.01
H 2.855 1.469 1.113 0.09
H 2.345 1.440 -0.804 0.05
H 3.027 0.128 -0.054 0.07
H 1.357 0.050 -1.675 0.17
H -0.701 -0.679 -2.639 0.11
H -0.159 -1.827 -1.681 0.06
H -0.597 0.770 2.008 0.17
H -1.634 -1.785 0.486 0.05
H -2.161 -1.113 2.201 0.09
H -2.525 0.201 -0.240 0.06
```

Calculated values
Energy relative to the best compared isomer or geometry (same formula, charge and spin) in kJ/mol: 643.24
Calculated total energy in eV: -10264.1842
E_HOMO in Ha: -0.3250
Structure (SMILES): C/N=C(\NN)[C@@H]1CN1


# 2
Density functional theory data (the ωB97M-V functional and the def2-TZVPD basis) for a structure of composition C41H29FeN8O2.

Geometry as XYZ:
```
81
Properties=species:S:1:pos:R:3:lowdin_charge:R:1
Fe 0.006 -0.152 0.026 0.60
O -1.489 1.297 3.457 0.00
C -0.747 0.731 2.642 -0.48
N -1.173 -0.100 1.570 0.05
C -1.833 -1.233 1.879 -0.19
C -2.698 -1.455 2.965 -0.01
C -3.353 -2.660 3.060 -0.10
C -3.169 -3.668 2.093 -0.10
C -2.286 -3.504 1.055 -0.01
C -1.553 -2.303 0.965 -0.20
N -0.589 -2.019 0.075 0.07
C -0.723 -2.603 -1.227 -0.48
O -0.491 -3.788 -1.491 0.00
C -1.225 -1.598 -2.115 -0.21
C -1.745 -1.877 -3.398 -0.03
C -2.491 -0.932 -4.040 -0.11
C -2.735 0.311 -3.392 -0.11
C -2.126 0.550 -2.179 -0.18
N -1.341 -0.330 -1.561 0.03
C 0.691 0.776 2.641 -0.24
C 1.439 1.330 3.702 -0.04
C 2.798 1.186 3.716 -0.11
C 3.424 0.481 2.650 -0.10
C 2.642 0.001 1.621 -0.14
N 1.317 0.139 1.577 0.03
H -2.863 -0.659 3.678 0.10
H -4.038 -2.831 3.882 0.09
H -3.724 -4.595 2.179 0.09
H -2.110 -4.291 0.334 0.10
H -1.558 -2.857 -3.818 0.11
H -2.917 -1.130 -5.016 0.09
H -3.377 1.059 -3.838 0.08
H -2.262 1.501 -1.674 0.10
H 0.895 1.834 4.490 0.11
H 3.391 1.582 4.532 0.09
H 4.494 0.329 2.632 0.08
H 3.092 -0.522 0.785 0.10
N 1.349 -0.295 -1.131 0.09
C 2.393 -0.371 -1.817 -0.30
C 3.247 -1.604 -1.875 -0.17
C 4.634 -1.508 -1.996 -0.05
C 5.422 -2.649 -2.008 -0.10
C 4.835 -3.903 -1.913 -0.10
C 3.456 -4.006 -1.790 -0.07
C 2.669 -2.867 -1.763 0.00
C 2.859 0.806 -2.629 -0.18
C 2.938 2.069 -2.048 -0.05
C 3.303 3.173 -2.804 -0.09
C 3.592 3.029 -4.154 -0.10
C 3.529 1.770 -4.738 -0.09
C 3.175 0.665 -3.979 -0.03
H 5.102 -0.534 -2.066 0.11
H 6.499 -2.561 -2.092 0.09
H 5.450 -4.794 -1.933 0.09
H 2.984 -4.978 -1.716 0.10
H 1.596 -2.947 -1.659 0.08
H 2.722 2.163 -0.990 0.11
H 3.365 4.150 -2.339 0.10
H 3.871 3.891 -4.747 0.09
H 3.758 1.652 -5.791 0.10
H 3.124 -0.315 -4.437 0.12
N -0.660 8.248 -6.566 0.15
C -0.515 7.511 -5.695 -0.20
C -0.351 6.604 -4.613 -0.24
C 0.013 7.069 -3.346 -0.02
C 0.131 6.197 -2.286 0.00
C -0.121 4.836 -2.455 -0.17
C -0.459 4.364 -3.726 0.01
C -0.571 5.234 -4.786 -0.01
N -0.049 3.953 -1.369 0.00
C -0.058 4.284 -0.022 -0.02
C -0.033 3.106 0.654 -0.06
N -0.008 2.063 -0.241 0.07
C -0.026 2.597 -1.433 -0.16
H 0.206 8.124 -3.207 0.12
H 0.435 6.579 -1.322 0.11
H -0.650 3.310 -3.877 0.11
H -0.842 4.864 -5.766 0.12
H -0.102 5.294 0.340 0.11
H -0.032 2.950 1.720 0.10
H 0.041 2.028 -2.344 0.13
```

Calculated values
Spin multiplicity: 5
Total charge: -1
Calculated total energy in eV: -93391.2501
E_HOMO (alpha / beta) in Ha: -0.0901 / -0.1851


# 3
Density functional theory data (the ωB97M-V functional and the def2-TZVPD basis) for a structure of composition C36H53BBeN4P2.

Geometry as XYZ:
```
97
Properties=species:S:1:pos:R:3:lowdin_charge:R:1
Be 1.049 0.007 0.525 0.02
C -3.955 -0.029 -0.421 -0.10
C -3.943 -1.508 -0.008 -0.71
C -4.557 -1.609 1.395 -0.11
C -4.805 -2.293 -1.004 -0.09
P -2.113 -1.929 0.143 1.15
C -1.620 -1.771 -1.648 -0.28
N -0.929 -0.516 -1.914 -0.01
B 0.159 0.065 -1.157 -0.38
N 0.512 1.243 -1.955 -0.06
C 1.520 2.222 -1.644 -0.28
P 2.474 1.639 -0.152 1.19
C 3.988 0.822 -0.904 -0.66
C 3.447 -0.254 -1.860 -0.09
C 4.919 1.748 -1.684 -0.09
C 4.791 0.110 0.196 -0.08
C 2.910 3.254 0.694 -0.68
C 3.324 4.390 -0.245 -0.08
C 4.008 3.013 1.736 -0.09
C 1.646 3.689 1.444 -0.10
C -0.312 1.346 -3.072 -0.18
C -0.371 2.300 -4.072 -0.02
C -1.323 2.141 -5.082 -0.11
C -2.182 1.049 -5.076 -0.11
C -2.123 0.087 -4.065 -0.02
C -1.190 0.245 -3.054 -0.17
C -1.861 -3.766 0.483 -0.70
C -2.806 -4.764 -0.183 -0.09
C -1.968 -3.916 2.009 -0.11
C -0.416 -4.108 0.096 -0.10
H -4.975 0.358 -0.321 0.09
H -3.646 0.117 -1.459 0.07
H -3.301 0.573 0.214 0.06
H -5.605 -1.292 1.366 0.09
H -4.025 -0.969 2.103 0.08
H -4.532 -2.632 1.776 0.06
H -5.690 -1.699 -1.254 0.08
H -5.156 -3.238 -0.592 0.06
H -4.286 -2.507 -1.941 0.06
H -2.503 -1.842 -2.281 0.06
H -0.970 -2.600 -1.919 0.08
H 1.073 3.200 -1.430 0.09
H 2.198 2.370 -2.492 0.09
H 2.971 0.180 -2.742 0.09
H 2.719 -0.906 -1.373 0.05
H 4.287 -0.869 -2.198 0.09
H 4.391 2.366 -2.412 0.07
H 5.635 1.132 -2.236 0.09
H 5.493 2.398 -1.025 0.07
H 4.153 -0.512 0.822 0.05
H 5.322 0.808 0.838 0.06
H 5.539 -0.536 -0.274 0.09
H 4.302 4.234 -0.690 0.07
H 3.370 5.317 0.335 0.09
H 2.604 4.550 -1.050 0.07
H 4.980 2.848 1.272 0.06
H 3.779 2.157 2.375 0.09
H 4.095 3.896 2.374 0.09
H 0.817 3.917 0.771 0.07
H 1.871 4.596 2.012 0.09
H 1.309 2.925 2.148 0.07
H 0.305 3.147 -4.076 0.10
H -1.390 2.874 -5.876 0.09
H -2.910 0.938 -5.869 0.10
H -2.797 -0.760 -4.085 0.10
H -3.819 -4.690 0.213 0.06
H -2.450 -5.781 0.019 0.08
H -2.847 -4.638 -1.267 0.08
H -2.952 -3.628 2.384 0.06
H -1.223 -3.299 2.514 0.06
H -1.795 -4.961 2.290 0.09
H -0.311 -4.308 -0.971 0.07
H -0.115 -5.015 0.629 0.09
H 0.282 -3.313 0.375 0.05
C -2.842 3.570 2.214 -0.08
C -2.533 2.794 3.327 -0.08
C -1.600 1.774 3.238 -0.02
C -0.974 1.522 2.023 -0.24
C -1.273 2.296 0.912 -0.06
C -2.207 3.318 1.008 -0.07
N 0.005 0.477 1.871 0.00
N 0.029 -0.358 2.799 0.13
C 0.974 -1.383 2.588 -0.29
C 1.085 -2.356 3.583 -0.05
C 1.969 -3.396 3.387 -0.09
C 2.706 -3.444 2.200 -0.08
C 2.571 -2.461 1.229 -0.14
C 1.703 -1.377 1.385 -0.13
H -3.574 4.364 2.290 0.10
H -3.020 2.988 4.274 0.10
H -1.353 1.166 4.098 0.11
H -0.793 2.075 -0.034 0.09
H -2.445 3.906 0.131 0.11
H 0.468 -2.285 4.472 0.11
H 2.085 -4.171 4.134 0.10
H 3.390 -4.269 2.036 0.10
H 3.157 -2.559 0.318 0.09
```

Calculated values
Energy relative to the best compared isomer or geometry (same formula, charge and spin) in kJ/mol: 0.00
Calculated total energy in eV: -63810.9989
E_HOMO in Ha: -0.2752


- Which value of calculated total energy does entry 3 give?
  -63810.9989 eV